1.
Formula: C30H45N5O5
Source: OMol25
Level of theory: wB97M-V/def2-TZVPD

Each line ends with the Mulliken charge.
CARTESIAN COORDINATES (ANGSTROEM)
C1 -5.08584 -0.77934 0.54857  -0.19
O1 -5.78852 -1.62141 -0.33133  -0.55
H1 -5.00960 -1.25813 1.52481  0.06
H2 -4.11669 -0.43157 0.19094  0.07
H3 -5.61463 0.14555 0.77889  0.35
H4 -5.86880 -1.22220 -1.20069  0.31
C2 -1.20213 3.38312 1.68640  -0.48
O2 -2.46393 2.84358 1.81794  -0.48
H5 -1.28703 4.31270 2.24923  0.49
H6 -0.51347 2.74513 2.24031  0.12
H7 -1.00243 3.54910 0.62778  0.10
H8 -3.09172 3.56842 1.86361  0.27
C3 2.88239 3.10194 1.21508  0.35
O3 3.62750 4.21735 0.75352  -0.57
H9 2.63198 3.21809 2.26955  0.30
H10 1.95750 3.02468 0.64350  -0.16
H11 3.47587 2.20463 1.03981  -0.21
H12 4.56384 4.05245 0.88653  0.34
C4 3.13235 -3.34347 -1.28812  -0.11
O4 2.58689 -4.64049 -1.50718  -0.55
H13 2.38898 -2.56568 -1.46285  -0.11
H14 3.50523 -3.32422 -0.26406  0.20
H15 3.98396 -3.24432 -1.96119  0.31
H16 3.17081 -5.31438 -1.86286  0.29
C5 4.82390 1.91635 -1.74278  -0.22
O5 5.86353 1.20206 -2.40227  -0.52
H17 5.05065 2.16488 -0.70600  -0.02
H18 4.62313 2.89731 -2.17350  0.44
H19 3.89595 1.34470 -1.75757  0.00
H20 6.23286 1.80008 -3.05616  0.31
N1 -5.34456 -1.63915 4.55930  -0.57
C6 -6.23970 -0.59882 4.37454  -0.37
C7 -5.83157 0.65314 3.90320  -0.25
C8 -4.48076 0.86793 3.73382  -0.11
C9 -3.56787 -0.17703 3.90906  -0.08
C10 -4.03072 -1.44353 4.21027  -0.33
H21 -7.26166 -0.83897 4.62813  0.38
H22 -6.43746 1.52976 3.72759  0.40
H23 -4.12916 1.81138 3.34308  0.30
H24 -2.53457 -0.08684 3.60815  0.28
H25 -3.34692 -2.25434 4.41379  0.37
N2 7.52318 -0.93748 1.22080  -0.58
C11 7.27827 -1.77684 2.23691  -0.22
C12 5.97419 -2.03569 2.79855  -0.54
C13 4.94359 -1.35464 2.22768  -0.47
C14 5.15013 -0.48130 1.14043  0.60
C15 6.45223 -0.28919 0.65431  -0.55
H26 8.14932 -2.28480 2.62375  0.37
H27 5.87667 -2.74380 3.60816  0.41
H28 3.92745 -1.62791 2.47096  0.29
H29 4.31578 -0.03188 0.62249  0.26
H30 6.67817 0.33253 -0.19940  0.40
N3 -1.30038 1.96811 -2.82419  -0.10
C16 -0.59357 3.08711 -2.47705  -0.16
C17 -0.58146 4.19282 -3.33259  -1.05
C18 -1.24944 4.03593 -4.56485  -0.03
C19 -1.87331 2.90097 -4.97301  -0.69
C20 -2.01396 1.91635 -3.98348  -0.21
H31 -0.13118 2.99417 -1.50548  0.65
H32 0.01231 5.08032 -3.17079  0.37
H33 -1.18666 4.85762 -5.26289  0.36
H34 -2.31586 2.80933 -5.95391  0.38
H35 -2.57340 1.01175 -4.17090  0.42
N4 -2.54010 -5.51374 -2.55556  -0.55
C21 -1.47828 -4.64594 -2.48692  -0.35
C22 -1.63118 -3.27153 -2.22994  -0.21
C23 -2.89519 -2.68827 -2.09353  0.11
C24 -3.99656 -3.55493 -2.16171  -0.40
C25 -3.77538 -4.91421 -2.40922  -0.29
H36 -0.48475 -5.03502 -2.65395  0.42
H37 -0.76949 -2.62381 -2.16396  0.33
H38 -3.12320 -1.66343 -1.84033  0.34
H39 -5.01654 -3.24483 -1.98889  0.25
H40 -4.61459 -5.59401 -2.40751  0.36
N5 1.93250 0.08047 0.12764  0.39
C26 1.43809 -0.08865 1.40837  -0.28
C27 0.05626 -0.09773 1.67449  -1.03
C28 -0.84008 -0.08638 0.63823  0.37
C29 -0.33978 -0.04185 -0.64862  -0.39
C30 1.05081 0.00231 -0.86254  -1.08
H41 2.10135 -0.12888 2.25976  0.35
H42 -0.19906 -0.12525 2.72352  0.35
H43 -1.90586 -0.22871 0.73944  0.12
H44 -1.07276 -0.01261 -1.44127  0.58
H45 1.49420 0.08282 -1.84404  0.58

Calculated values
HOMO	-0.3429	Ha
maximum force	2.921	eV/Å
LUMO energy	0.28	eV
SMILES	c1ccncc1.c1ccncc1.c1ccncc1.c1ccncc1.c1ccncc1.CO.CO.CO.CO.CO
frontier orbital gap	9.61	eV

2.
Formula: C30H45O2Si4
Source: OMol25
Level of theory: wB97M-V/def2-TZVPD

Each line ends with the Mulliken charge.
CARTESIAN COORDINATES (ANGSTROEM)
C1 3.75925 -3.74352 4.01716  -1.05
Si1 3.07140 -3.65336 2.28187  0.50
C2 4.11605 -4.75516 1.19705  -1.13
C3 1.36413 -4.40428 2.32664  -1.13
Si2 3.03632 -1.48137 1.47874  0.33
Si3 1.72434 -0.09541 2.78936  0.52
C4 2.34506 -0.01126 4.55027  -1.05
C5 1.69576 1.64159 2.10856  -1.11
C6 -0.04733 -0.67659 2.85189  -1.01
Si4 5.20139 -0.65298 1.38786  0.42
C7 6.00670 -0.58969 3.07123  -1.09
C8 6.29609 -1.69511 0.29368  -1.09
C9 5.25165 1.07575 0.68761  -1.11
O1 2.47234 -1.45857 -0.10285  -0.69
C10 1.21423 -1.90443 -0.39565  0.39
C11 0.69987 -1.91726 -1.62268  -1.24
H1 3.75196 -4.76521 4.38601  0.43
H2 4.78113 -3.37592 4.02920  0.26
H3 3.15607 -3.12926 4.67962  0.27
H4 4.04307 -5.79177 1.51423  0.40
H5 3.77198 -4.67258 0.16931  0.32
H6 5.15616 -4.44743 1.24883  0.30
H7 1.39879 -5.41284 2.72909  0.44
H8 0.71425 -3.79936 2.95243  0.31
H9 0.95627 -4.44184 1.32019  0.27
H10 1.71037 0.62888 5.15628  0.42
H11 2.34954 -1.00782 4.98253  0.27
H12 3.35649 0.38410 4.56711  0.26
H13 0.99785 2.26261 2.66328  0.39
H14 2.68587 2.08234 2.17743  0.28
H15 1.39246 1.61023 1.06522  0.32
H16 -0.64225 -0.02603 3.48682  0.45
H17 -0.46837 -0.67042 1.85009  0.15
H18 -0.08723 -1.68666 3.24946  0.30
H19 7.01733 -0.19770 3.00234  0.41
H20 5.42807 0.05054 3.73053  0.27
H21 6.04805 -1.58866 3.49517  0.26
H22 7.27989 -1.24499 0.19404  0.40
H23 6.40947 -2.68688 0.72077  0.29
H24 5.84407 -1.78081 -0.69085  0.31
H25 6.27771 1.41468 0.57452  0.40
H26 4.76589 1.08407 -0.28451  0.31
H27 4.73103 1.75929 1.35138  0.29
H28 0.63297 -2.26185 0.44447  0.13
H29 -0.28850 -2.28018 -1.82676  0.38
H30 1.28204 -1.56514 -2.45014  0.28
C12 -3.58001 7.47050 -1.04069  -0.37
C13 -4.72784 6.85747 -1.50345  -0.65
C14 -5.11396 5.63940 -0.99700  -0.20
C15 -4.34909 5.00010 -0.02052  0.33
O2 -4.67758 3.69737 0.44917  -0.42
C16 -4.39406 2.59525 -0.39465  0.21
C17 -3.18493 1.88680 -0.26722  -0.52
C18 -2.85029 0.90481 -1.15431  -0.87
C19 -3.70727 0.54907 -2.22780  1.09
C20 -3.26410 -0.44587 -3.12550  -0.63
C21 -3.84796 -0.99635 -4.30420  1.13
C22 -3.22877 -2.13328 -4.86263  -0.44
C23 -3.73418 -2.74535 -5.98206  -0.78
C24 -4.87255 -2.24993 -6.58984  -0.32
C25 -5.48853 -1.11869 -6.08837  -0.91
C26 -4.98164 -0.49171 -4.97558  -0.16
C27 -4.95398 1.22128 -2.29354  -0.31
C28 -5.28020 2.21397 -1.41642  -0.74
C29 -3.20276 5.64243 0.44968  -0.20
C30 -2.82043 6.85923 -0.06302  -0.56
H31 -3.26976 8.41750 -1.45216  0.40
H32 -5.31153 7.33152 -2.27401  0.38
H33 -6.00154 5.15609 -1.35920  0.32
H34 -2.51095 2.15522 0.52786  0.56
H35 -1.91269 0.38364 -1.05442  0.57
H36 -2.31929 -0.89295 -2.85837  0.35
H37 -2.34231 -2.52231 -4.39227  0.43
H38 -3.24197 -3.61390 -6.38658  0.42
H39 -5.27234 -2.73796 -7.46226  0.41
H40 -6.36191 -0.71940 -6.57870  0.42
H41 -5.42758 0.43275 -4.67123  0.35
H42 -5.68455 0.92285 -3.01668  0.34
H43 -6.22139 2.72910 -1.50013  0.53
H44 -2.60588 5.14939 1.19426  0.46
H45 -1.91586 7.33023 0.28301  0.38

Calculated values
HOMO	-0.3775	Ha
maximum force	1.778	eV/Å
total charge	+1
LUMO energy	-5.78	eV
frontier orbital gap	4.50	eV

3.
Formula: C30H46AsNO6Se2Si2Ta
Source: OMol25
Level of theory: wB97M-V/def2-TZVPD

Each line ends with the Mulliken charge.
CARTESIAN COORDINATES (ANGSTROEM)
Ta1 -0.50009 0.27200 0.41516  0.39
O1 0.07469 2.44685 0.02355  -0.43
C1 -0.91822 2.62742 0.77225  -0.05
O2 -1.01643 1.78820 1.76601  -0.45
C2 -2.12744 3.41666 0.33849  -0.34
C3 -3.07866 3.82096 1.48435  0.01
C4 -4.10924 4.81790 0.93475  -0.95
C5 -5.06806 3.86755 0.16885  -0.96
C6 -4.36945 2.52093 0.37563  -0.07
O3 -3.83437 2.63220 1.69220  -0.50
C7 -3.10142 2.47237 -0.50219  -0.13
C8 -2.48651 1.10306 -0.63194  -0.16
O4 -1.49851 0.90552 -1.41366  -0.56
O5 -2.63697 0.20615 0.27165  -0.54
H1 -1.79748 4.24323 -0.28635  0.74
H2 -2.57858 4.10833 2.40502  0.62
H3 -4.61451 5.33061 1.74924  0.35
H4 -3.65125 5.57184 0.29527  0.34
H5 -6.05186 3.84174 0.63162  0.35
H6 -5.19278 4.12624 -0.88184  0.36
H7 -4.99486 1.63518 0.30366  0.64
H8 -3.23296 2.89987 -1.49424  0.72
C9 2.33289 1.60743 3.53376  -1.30
Se1 2.17374 0.97120 1.70163  0.72
C10 3.56939 -0.38885 1.80134  -0.51
C11 3.25723 -1.64009 2.62314  0.29
Se2 3.06309 -3.20600 1.48280  0.14
C12 2.46419 -4.41409 2.87628  -0.76
H9 3.15862 2.31362 3.56571  0.44
H10 2.50759 0.78625 4.22274  0.39
H11 1.40657 2.11608 3.79030  0.30
H12 4.41102 0.15542 2.22826  0.47
H13 3.82484 -0.60625 0.76446  0.00
H14 2.33621 -1.52650 3.19022  -0.97
H15 4.06834 -1.84450 3.32179  0.61
H16 3.21232 -4.48630 3.66180  0.37
H17 2.33005 -5.39432 2.42347  0.38
H18 1.51274 -4.06659 3.28109  -0.06
C13 0.11110 -2.24340 -3.76662  -1.28
C14 -0.03460 -2.49500 -2.29652  0.74
C15 0.70120 -3.66826 -1.71948  -0.36
O6 -0.72456 -1.76712 -1.60413  -0.20
H19 0.06124 -3.17147 -4.33666  0.41
H20 1.10680 -1.81788 -3.92883  0.26
H21 -0.63618 -1.53382 -4.11086  0.29
H22 1.70542 -3.74128 -2.13943  0.34
H23 0.17152 -4.58212 -2.00337  0.38
H24 0.74755 -3.58921 -0.63604  -0.36
C16 0.42118 -0.63441 4.95217  -1.18
Si1 -0.95041 -1.50964 4.05560  0.63
C17 -1.04759 -3.23298 4.78061  -1.34
C18 -2.46476 -0.45434 4.27327  -0.74
As1 -0.46566 -1.83336 1.72702  0.45
Si2 -2.36252 -3.22016 1.04722  0.93
C19 -1.60566 -4.93725 1.01644  -1.14
C20 -3.77928 -3.15654 2.25786  -1.28
C21 -3.21807 -2.84735 -0.56197  -0.94
H25 0.17609 -0.70440 6.01696  0.52
H26 0.45409 0.42318 4.69800  0.15
H27 1.40534 -1.07766 4.81795  0.39
H28 -0.11964 -3.44215 5.31796  0.43
H29 -1.19142 -4.02102 4.04450  0.34
H30 -1.86236 -3.29346 5.50581  0.40
H31 -2.55467 -0.21284 5.33714  0.44
H32 -3.38452 -0.93164 3.95991  0.31
H33 -2.36017 0.48186 3.72228  -0.09
H34 -2.14636 -5.60340 1.69215  0.43
H35 -0.55427 -4.94587 1.30410  0.19
H36 -1.68292 -5.36082 0.01274  0.41
H37 -3.55311 -3.35240 3.29711  0.34
H38 -4.46846 -3.93832 1.91992  0.39
H39 -4.30971 -2.20969 2.17083  0.28
H40 -2.57352 -2.63082 -1.40195  0.08
H41 -3.92075 -2.02512 -0.43085  0.18
H42 -3.80219 -3.74510 -0.79181  0.47
N1 7.56973 -0.71104 -5.66897  -0.47
C22 6.66440 -0.61542 -4.97018  -0.15
C23 5.52874 -0.49547 -4.09341  0.52
C24 5.21064 -1.53634 -3.22465  -0.81
C25 4.11960 -1.42010 -2.38353  0.07
C26 3.33747 -0.26125 -2.39958  0.07
C27 3.66626 0.77986 -3.27146  -0.41
C28 4.75478 0.66294 -4.11484  -0.80
C29 2.20131 -0.14011 -1.53139  0.06
C30 1.22776 -0.03855 -0.81172  -0.23
H43 5.82018 -2.42930 -3.21337  0.48
H44 3.87054 -2.22099 -1.70399  0.55
H45 3.06149 1.67589 -3.27908  0.52
H46 5.01245 1.46452 -4.79279  0.46

Calculated values
HOMO	-0.3810	Ha
maximum force	1.911	eV/Å
total charge	+1
LUMO energy	-4.12	eV
frontier orbital gap	6.25	eV

> Number 3 is which compound?

C30H46AsNO6Se2Si2Ta

> Which formula does entry 1 have?

C30H45N5O5

> LUMO energy of number 2 (C30H45O2Si4)?

-5.78 eV

> Which value of LUMO energy does entry 2 give?

-5.78 eV